The following is a quantum chemistry calculation of a structure of composition C30H35FN5O2S2SiTi, from the OMol25 dataset.

The geometry in ORCA input format:
```
! RIJCOSX wB97M-V def2-TZVPD def2/J DEFGRID3
* xyz -1 1
Ti 1.08 0.37 0.43
S -3.45 -0.86 1.64
S -0.51 -1.35 1.31
Si 3.08 -0.73 3.08
F 2.90 1.52 -0.42
O -2.68 -3.77 -2.62
O 0.74 1.57 1.90
N -0.41 -2.22 -2.07
N 1.60 -0.92 -1.47
N 2.85 -0.45 1.38
N -1.86 0.68 0.21
N -0.63 0.77 -0.43
C -0.53 -3.58 -1.52
C -0.10 3.67 2.67
C -4.89 0.10 -0.59
C -6.06 -1.17 -2.28
C 3.96 -0.32 0.58
C -1.42 -4.38 -2.45
C -0.16 3.05 0.33
C 0.15 2.75 1.66
C -4.80 0.77 -2.90
C -1.91 -0.36 0.95
C 4.02 0.71 -0.37
C 0.39 2.30 -2.07
C 3.94 -2.36 3.50
C -0.62 4.91 2.35
C -4.56 0.34 0.86
C 5.03 0.94 -1.26
C -5.62 -0.28 -3.26
C -0.91 5.24 1.02
C 0.63 -1.51 -1.72
C -5.68 -0.98 -0.96
C -1.72 -1.57 -2.26
C -2.55 -2.46 -3.15
C 4.16 0.65 3.76
C 0.08 1.95 -0.63
C -0.67 4.31 0.02
C 6.16 -0.94 -0.31
C 5.10 -1.15 0.57
C 6.14 0.10 -1.23
C 1.48 -0.76 4.04
C -4.43 0.97 -1.58
H 0.85 0.10 3.81
H 0.68 1.41 -2.63
H -4.13 1.33 1.00
H -5.91 -0.43 -4.29
H 5.02 -2.32 3.36
H -1.57 -0.58 -2.69
H -3.77 1.77 -1.30
H -6.01 -1.68 -0.20
H 7.00 -1.62 -0.28
H -2.20 -1.44 -1.28
H -6.68 -2.01 -2.55
H 5.13 -1.99 1.25
H 0.47 -4.02 -1.46
H 0.90 -1.66 3.83
H -0.90 4.56 -1.01
H -4.43 1.45 -3.66
H -0.48 2.74 -2.58
H 5.11 0.70 3.22
H 4.39 0.49 4.82
H -0.81 5.64 3.13
H 4.95 1.76 -1.96
H -2.10 -2.51 -4.15
H -5.47 0.27 1.46
H 6.96 0.24 -1.92
H 3.54 -3.19 2.91
H 3.76 -2.60 4.56
H 1.73 -0.76 5.10
H -0.92 -4.49 -3.43
H -1.60 -5.37 -2.04
H -1.31 6.22 0.78
H -0.96 -3.52 -0.52
H 3.65 1.61 3.66
H 0.15 3.41 3.69
H -3.56 -2.05 -3.24
H 1.21 3.02 -2.13
*
```

Calculated values
LUMO (spin up / spin down)	2.5687 / 2.5686	eV
max |F|	0.5	eV/A
gap between HOMO and LUMO (spin up / spin down)	6.61 / 6.61	eV